Entry 1:
Computed, not measured: a structure of composition C20H29N6O2SSiTi, with ωB97M-V with the def2-TZVPD basis set.

Last column: Mulliken spin population.
Geometry (Å):
Ti: -0.88495 -0.06359 -0.19945  1.039
C: 1.38768 -3.49813 -1.83692  -0.013
C: 0.70281 -2.44663 -1.01314  0.091
N: -0.07422 -1.49890 -1.54190  0.194
N: -0.21481 -1.47510 -2.90900  -0.050
C: -1.12096 -0.66112 -3.33448  0.075
N: -1.31523 -0.60247 -4.71234  0.021
S: -2.16593 0.35782 -2.37506  0.000
C: 0.80010 -2.44882 0.39705  0.197
C: 1.55100 -3.40355 1.13275  0.036
C: 1.55838 -3.36690 2.49765  0.044
C: 0.81154 -2.37506 3.17475  0.146
C: 0.11409 -1.46591 2.41909  -0.030
N: 0.09331 -1.47464 1.07814  0.155
H: 1.13568 -3.36211 -2.88421  0.006
H: 1.08204 -4.50018 -1.52476  0.006
H: 2.47451 -3.43950 -1.73058  0.004
H: -0.51526 -0.93021 -5.23400  0.000
H: -1.67556 0.28423 -5.02612  0.002
H: 2.12045 -4.15246 0.59911  0.023
H: 2.13555 -4.09157 3.05904  0.006
H: 0.80024 -2.30799 4.25281  0.013
H: -0.45646 -0.66656 2.88360  0.009
N: -2.57285 -1.79615 -0.01301  0.015
C: -3.39341 -1.89303 1.19692  0.000
C: -4.03884 -0.55337 1.54144  -0.004
C: -2.99467 0.46198 2.00656  0.010
O: -2.96938 0.82784 3.17339  0.006
O: -2.17902 0.84706 1.08470  0.002
H: -3.13031 -1.57333 -0.83318  -0.004
H: -2.08562 -2.66697 -0.19391  0.002
H: -2.74323 -2.21078 2.01666  0.002
H: -4.17834 -2.65238 1.09339  0.001
H: -4.77009 -0.69962 2.33565  0.000
H: -4.55003 -0.16091 0.65735  0.000
C: 1.52416 4.15453 -0.62157  -0.001
Si: 0.31307 2.87415 -1.30309  -0.003
C: -1.42146 3.60412 -1.13743  0.003
C: 0.71795 2.64345 -3.12948  0.001
N: 0.52829 1.37900 -0.45212  0.010
C: 1.44163 1.32249 0.61752  -0.018
C: 2.64145 0.61069 0.48163  -0.004
C: 3.51805 0.47614 1.54615  0.000
C: 3.22599 1.05081 2.77755  0.006
C: 2.03953 1.75462 2.92875  0.000
C: 1.15616 1.88693 1.86743  0.000
H: 1.55746 5.01602 -1.29559  0.000
H: 2.53629 3.75517 -0.52950  0.000
H: 1.21854 4.51277 0.36361  0.000
H: -1.35602 4.68419 -0.97296  0.000
H: -1.94829 3.16476 -0.28729  -0.001
H: -2.02363 3.42749 -2.02992  0.001
H: 0.41009 3.50626 -3.72681  0.000
H: 0.20422 1.75954 -3.50950  0.001
H: 1.79246 2.49630 -3.26563  -0.001
H: 2.85074 0.14592 -0.47497  0.002
H: 4.43173 -0.09265 1.41541  0.002
H: 3.90857 0.93678 3.61069  0.000
H: 1.78553 2.19129 3.88779  -0.001
H: 0.20931 2.39824 2.00136  -0.001

Summary:
Charge = -1
<S²> = 2.0205
Spin multiplicity = 3
HOMO energy (alpha / beta) = -2.610 / -4.732 eV
Strongest force on any atom = 0.70 eV/Å

Entry 2:
Computed, not measured: an isolated molecule of C17H18N2O4S in a non-equilibrium geometry, with ωB97M-V with the def2-TZVPD basis set.

Last column: natural (NBO) charge in e.
Geometry (Å):
C: -0.99813 -1.63493 4.34250  -0.632
C: -1.18589 -0.62392 3.23816  0.026
C: -0.25205 0.36420 3.03994  -0.235
C: -0.31838 1.30097 2.00132  0.027
C: 0.83913 2.25939 1.81522  -0.644
C: -1.46237 1.22322 1.14138  -0.258
S: -1.67797 2.44846 -0.22989  2.189
O: -1.05909 3.70392 0.18752  -0.927
O: -3.09323 2.69444 -0.68248  -0.885
N: -0.66832 1.69704 -1.41061  -0.698
N: -0.58966 2.05739 -2.73209  -0.186
C: 0.33732 1.56360 -3.53362  0.024
C: 1.24424 0.49913 -3.07741  -0.136
C: 2.59660 0.49964 -3.36243  -0.181
C: 3.46441 -0.47494 -2.88721  -0.256
C: 2.90049 -1.56539 -2.25330  0.226
C: 1.53518 -1.68083 -2.08401  0.287
C: 0.69617 -0.66677 -2.47407  -0.276
O: 1.19359 -2.85985 -1.50212  -0.482
C: 2.46551 -3.51143 -1.30632  0.227
O: 3.53034 -2.63198 -1.72981  -0.467
C: -2.42960 0.21838 1.31994  0.019
C: -3.70241 0.05078 0.51519  -0.637
C: -2.27695 -0.69368 2.38056  -0.225
H: -0.77868 -2.61042 3.89459  0.226
H: -0.19053 -1.30405 5.00039  0.217
H: -1.89989 -1.77386 4.97658  0.225
H: 0.59812 0.36306 3.71465  0.209
H: 1.72443 1.99773 2.40422  0.217
H: 0.59745 3.31187 2.04037  0.257
H: 1.14961 2.27554 0.76013  0.221
H: 0.04563 1.13797 -0.94151  0.392
H: 0.43360 1.89680 -4.51681  0.204
H: 3.01389 1.33651 -3.91624  0.218
H: 4.56540 -0.45872 -3.09439  0.236
H: -0.35606 -0.82382 -2.33893  0.235
H: 2.60099 -3.76098 -0.25046  0.170
H: 2.47110 -4.40013 -1.91628  0.164
H: -3.39802 -0.04461 -0.54630  0.230
H: -4.35852 0.91589 0.63254  0.250
H: -4.24260 -0.85477 0.79919  0.213
H: -3.06488 -1.44082 2.58190  0.212

Summary:
HOMO energy = -8.380 eV
Strongest force on any atom = 4.66 eV/Å
SMILES = Cc1cc(C)c(S(=O)(=O)N/N=C\c2ccc3c(c2)OCO3)c(C)c1

Entry 3:
Computed, not measured: a structure of composition C37H45Br2ClCoN2O4Si in a non-equilibrium geometry, with ωB97M-V with the def2-TZVPD basis set.

Last column: Mulliken spin population.
Geometry (Å):
Co: 0.71008 -2.71050 0.30020  2.798
Br: -6.43579 -4.91363 0.37506  0.001
C: -4.76633 -4.06970 0.66934  0.007
C: -4.61469 -2.68913 0.95503  0.002
C: -3.40606 -2.02431 0.87768  0.014
C: -2.20163 -2.75144 0.68379  0.013
O: -1.05688 -2.13646 0.67904  0.056
C: -2.35693 -4.20773 0.58067  -0.007
C: -1.22860 -5.02797 0.53219  0.013
N: 0.00555 -4.53200 0.47981  0.030
C: 1.08563 -5.37984 0.54425  0.002
C: 1.06194 -6.56765 1.27746  0.001
C: 2.29210 -7.26799 1.42579  0.001
C: 3.42620 -6.86205 0.73080  0.001
C: 3.50311 -5.64340 -0.00250  0.008
C: 4.60200 -5.12042 -0.76378  0.001
C: 4.42520 -3.97974 -1.54301  0.003
C: 3.26365 -3.24798 -1.39795  0.002
N: 2.26987 -3.67260 -0.57188  0.027
C: 2.32449 -4.86800 0.02900  -0.004
C: -3.61764 -4.79872 0.43332  -0.001
H: -5.51388 -2.14117 1.18766  0.000
H: -3.42275 -0.96135 1.07981  0.001
H: -1.37259 -6.10295 0.37319  0.004
H: 0.11679 -6.88771 1.73799  0.001
H: 2.37939 -8.13028 2.04975  0.000
H: 4.33628 -7.47183 0.80792  0.000
H: 5.55818 -5.60910 -0.72066  0.000
H: 5.19063 -3.68272 -2.25140  0.000
H: 3.09434 -2.26419 -1.89280  0.000
H: -3.66654 -5.84836 0.18274  0.000
C: -4.49731 4.36501 -2.22927  0.000
C: -4.10153 2.96703 -1.73490  0.000
C: -4.63574 1.91285 -2.69136  0.000
C: -4.67190 2.66528 -0.38050  0.000
Si: -2.16391 2.92045 -1.63693  0.000
Br: -1.54346 0.70637 -1.48542  0.000
C: -1.54096 3.61316 0.06313  0.000
C: -1.76408 2.61122 1.23652  0.000
C: -0.04842 3.89501 -0.10343  0.000
C: -2.20691 4.92876 0.51173  0.000
C: -1.23412 3.49073 -3.30884  0.000
C: 0.23160 2.93703 -3.26427  0.000
C: -1.96699 2.84495 -4.48226  0.000
C: -1.16796 5.02779 -3.44159  0.000
H: -5.57163 4.45861 -2.35281  0.000
H: -4.03703 4.50613 -3.19497  0.000
H: -4.14243 5.12865 -1.55842  0.000
H: -5.71947 1.94904 -2.68708  0.000
H: -4.33946 0.90902 -2.44186  0.000
H: -4.32615 2.06414 -3.73758  0.000
H: -5.75747 2.61101 -0.44831  0.000
H: -4.41793 3.40047 0.40173  0.000
H: -4.34224 1.70739 -0.00597  0.000
H: -1.30444 1.63172 1.04638  0.000
H: -2.78499 2.48261 1.58721  0.000
H: -1.24054 3.03331 2.10211  0.000
H: 0.49536 3.01989 -0.43863  0.000
H: 0.30465 4.22570 0.87478  0.000
H: 0.10904 4.75272 -0.76723  0.000
H: -3.27465 4.82001 0.63467  0.000
H: -2.05456 5.71604 -0.24563  0.000
H: -1.74155 5.24663 1.44200  0.000
H: 0.33472 1.89891 -2.91069  0.000
H: 0.85452 3.55163 -2.61613  0.000
H: 0.66802 2.95568 -4.23402  0.000
H: -2.04961 1.79692 -4.30639  0.000
H: -1.38747 3.01733 -5.38581  0.000
H: -2.98717 3.30214 -4.65508  0.000
H: -0.75618 5.52769 -2.57989  0.000
H: -2.15527 5.48342 -3.60839  0.000
H: -0.48834 5.24087 -4.24995  0.000
C: 3.68018 2.14633 4.24262  0.003
C: 4.35856 0.83459 3.98980  0.189
C: 4.98893 0.09945 4.99815  -0.052
C: 5.63650 -1.11939 4.67753  0.235
Cl: 6.24457 -2.05498 5.92423  0.094
C: 5.74545 -1.54816 3.35264  0.044
C: 5.16988 -0.80750 2.31355  0.054
C: 4.39262 0.31197 2.63713  0.211
O: 3.57393 0.96914 1.77173  0.181
C: 3.37070 0.51401 0.44539  -0.001
C: 2.26880 -0.63417 0.34372  -0.042
O: 2.00722 -1.30073 1.38383  0.054
O: 1.75239 -0.85561 -0.78510  0.036
H: 4.37164 3.00503 4.09534  0.013
H: 3.29215 2.14102 5.24308  0.003
H: 2.89324 2.18448 3.49553  0.004
H: 4.97383 0.44433 6.05363  0.000
H: 6.28604 -2.44007 3.15159  -0.002
H: 5.18575 -1.16453 1.26118  -0.005
H: 4.30279 0.15978 -0.07563  0.002
H: 2.94370 1.36259 -0.08508  0.004

Summary:
Charge = +1
<S²> = 6.0283
Spin multiplicity = 5
HOMO energy (alpha / beta) = -9.681 / -9.771 eV
Strongest force on any atom = 2.77 eV/Å

Entry 4:
Computed, not measured: an isolated molecule of C5H8N2S in a non-equilibrium geometry, with ωB97M-V with the def2-TZVPD basis set.

Last column: natural (NBO) charge in e.
Geometry (Å):
H: 3.04737 -0.38472 0.00974  0.338
N: 2.40106 -1.24809 0.32675  -0.695
C: 1.17091 -0.70319 0.15240  0.266
N: 0.00617 -1.32543 0.38666  -0.647
C: -1.03193 -0.90608 -0.58970  -0.364
C: -2.30957 -0.36820 -0.09532  0.048
C: -3.39184 0.23097 0.18384  -0.278
S: 1.23388 1.01687 -0.45286  0.227
C: 0.10267 1.77388 0.61782  -0.788
H: -0.19018 -2.31265 0.89484  0.440
H: -0.52503 -0.28731 -1.40293  0.269
H: -1.35746 -1.87556 -1.26045  0.229
H: -4.36863 0.66456 0.35190  0.249
H: 0.11187 1.59408 1.72675  0.245
H: 0.29003 2.71779 0.04831  0.240
H: -0.84202 1.46417 0.26953  0.222

Summary:
HOMO energy = -8.561 eV
Strongest force on any atom = 6.17 eV/Å
SMILES = [H]/N=C(/NCC#C)SC